The following is a quantum chemistry calculation of a 2-piece molecular cluster, C4H10S overall in a non-equilibrium geometry, from the Open Molecules 2025 dataset.

ΔE to the lowest compared entry with this formula, charge and spin = 3.683 eV
calculated total energy = -15141.6848 eV
maximum force = 2.03 eV/Å

Atoms and positions in Å:
C1 1.59852 -0.92726 -1.17526
C2 0.18308 -0.38698 -0.95804
C3 -0.14280 -0.06373 0.48311
C4 -1.27838 0.95395 0.61029
S1 -1.08135 1.04423 3.52173
H1 2.34157 -0.20769 -0.81488
H2 1.76339 -1.71716 -0.43594
H3 1.74884 -1.23280 -2.20550
H4 -0.52914 -1.01442 -1.50560
H5 0.04472 0.46042 -1.64825
H6 0.72611 0.36596 0.97790
H7 -0.56525 -0.94518 0.96930
H8 -2.26085 0.60380 0.30205
H9 -1.10372 1.93305 0.16732
H10 -1.44473 1.13382 1.71180